Entry from the OMol25 dataset: 2 unconnected molecules or ions with the total composition C35H31F3N2O2 (ωB97M-V with the def2-TZVPD basis set).

LUMO level: -1.512 eV
HOMO energy: -6.58 eV
frontier orbital gap: 5.0636 eV
electronic energy: -52022.9946 eV
relative energy (zero: lowest compared OMol25 entry of this formula, charge and spin): 36.6 kcal per mole
multiplicity: 1

Element x y z (Å)
C: -3.3590 0.5355 3.8596
N: -2.7650 0.9870 2.6230
C: -3.0792 2.1991 2.0590
O: -3.9106 2.9927 2.4811
C: -2.1938 2.3624 0.8240
C: -1.2389 3.5494 0.9539
C: -0.4015 3.4295 2.2066
C: -0.9061 3.8979 3.4244
C: -0.1716 3.7383 4.5981
C: 1.0732 3.1005 4.5633
C: 1.5979 2.6674 3.3417
C: 0.8780 2.8665 2.1604
N: -1.5028 1.0795 0.7510
C: -0.5368 0.8362 -0.1466
C: 0.2746 -0.2811 -0.0945
C: 1.5462 -0.3125 -0.7467
C: 2.3081 -1.5437 -0.7500
C: 3.7019 -1.6716 -1.0249
C: 4.3872 -2.8684 -0.8565
C: 3.7416 -3.9933 -0.3312
C: 2.3743 -3.9121 -0.0712
C: 1.6603 -2.7504 -0.3577
C: -1.7828 0.1940 1.9019
C: -2.2915 -1.1700 1.5424
C: -3.3550 -1.3408 0.7277
C: -3.9047 -2.6305 0.3418
C: -5.0978 -2.6737 -0.4203
C: -5.6454 -3.8893 -0.8191
C: -5.0142 -5.0932 -0.4663
C: -3.8361 -5.0666 0.2929
C: -3.2819 -3.8503 0.6988
H: -4.0757 1.2919 4.1891
H: -3.8715 -0.4216 3.7086
H: -2.5847 0.4061 4.6282
H: -2.8506 2.4724 -0.0556
H: -0.6034 3.5958 0.0619
H: -1.8661 4.4532 1.0022
H: -1.8885 4.3794 3.4422
H: -0.5824 4.1056 5.5393
H: 1.6353 2.9520 5.4859
H: 2.5706 2.1753 3.2966
H: 1.2995 2.5716 1.1948
H: -0.3739 1.6378 -0.8773
H: 0.0060 -1.0830 0.6128
H: 1.9318 0.7143 -0.8826
H: 4.2609 -0.7981 -1.3733
H: 5.4505 -2.9006 -1.1004
H: 4.2905 -4.9037 -0.1264
H: 1.8401 -4.7502 0.3763
H: 0.5819 -2.7506 -0.1715
H: -0.8768 0.0657 2.5222
H: -1.7932 -2.0086 2.0324
H: -3.8762 -0.4603 0.3345
H: -5.5727 -1.7255 -0.6855
H: -6.5634 -3.9010 -1.4067
H: -5.4404 -6.0447 -0.7831
H: -3.3429 -5.9988 0.5699
H: -2.3610 -3.8255 1.2874
F: 4.6702 3.9853 -3.6160
C: 3.9764 2.9596 -3.0069
F: 4.6701 2.6725 -1.8658
F: 2.7854 3.4949 -2.6000
C: 3.7960 1.8024 -3.9449
C: 3.0416 0.5907 -3.5521
O: 2.7696 0.3207 -2.3430
C: 2.6913 -0.3173 -4.6177
C: 3.3424 -0.2656 -5.8383
C: 4.2251 0.8110 -6.0989
C: 4.4185 1.8558 -5.1805
H: 2.0143 -1.1288 -4.3640
H: 3.1788 -1.0497 -6.5976
H: 4.7635 0.9035 -7.0460
H: 5.0443 2.7275 -5.4166